1.
ORCA calculation (wB97M-V/def2-TZVPD) on a cluster of 7 separate species, C24H51NO7 in total.

As for the net charge: 0. The structure (SMILES) is CCCCOCCN.CC(C)=O.CC(C)=O.CC(C)=O.CC(C)=O.CC(C)=O.CC(C)=O. The value obtained for the energy above the lowest of the compared OMol25 structures with the same formula, charge and spin is 148.0 kJ/mol. For the total energy, the calculation gives -41533.9773 eV. The lowest unoccupied orbital energy comes out at 0.01267 Ha. The HOMO-LUMO gap is 9.10 eV.

Structure (XYZ):
```
83
Properties=species:S:1:pos:R:3:forces:R:3
C 1.753 -1.071 -2.586 0.23 -0.32 -0.25
C 1.756 0.593 -2.468 -0.69 -0.64 -0.25
C 0.414 1.203 -3.216 -0.05 -0.28 0.19
C -0.256 2.452 -2.331 1.66 0.21 -1.21
O -1.615 2.812 -2.768 0.58 -1.23 2.34
C -2.655 2.208 -1.921 -1.88 -0.35 -0.84
C -2.932 0.618 -2.335 0.73 0.81 -0.17
N -4.415 0.279 -2.232 1.31 -1.21 -0.45
H 2.818 -1.482 -2.916 -2.22 0.93 0.92
H 1.436 -1.592 -1.574 0.76 1.16 -2.03
H 0.995 -1.463 -3.407 1.47 1.00 1.59
H 2.747 1.009 -2.947 -2.05 -0.73 1.13
H 1.679 0.872 -1.333 0.47 -0.50 -2.17
H -0.336 0.298 -3.354 1.34 2.07 0.44
H 0.679 1.582 -4.301 -0.59 -0.66 2.22
H 0.432 3.394 -2.586 -1.56 -1.90 0.66
H -0.139 2.252 -1.184 -0.60 0.21 -2.04
H -2.509 2.369 -0.769 0.17 -0.38 -2.11
H -3.672 2.769 -2.200 2.27 -1.15 0.52
H -2.621 0.520 -3.481 -0.60 0.27 2.58
H -2.247 -0.066 -1.674 -1.24 1.11 -1.30
H -4.562 -0.464 -2.970 -0.02 1.09 1.35
H -4.630 -0.167 -1.311 0.47 0.49 -1.05
C 4.146 1.779 1.174 -0.52 -0.25 -0.11
C 4.732 0.829 0.164 -0.95 -1.10 -0.59
C 6.183 1.008 -0.195 0.06 -0.41 -0.37
O 4.052 -0.059 -0.347 0.94 1.06 0.63
H 3.091 1.531 1.336 0.40 0.06 -0.08
H 4.677 1.685 2.125 0.09 0.19 -0.07
H 4.211 2.804 0.802 0.20 0.01 0.14
H 6.805 0.879 0.694 0.00 0.23 -0.05
H 6.339 1.999 -0.629 0.09 0.01 0.21
H 6.469 0.252 -0.935 -0.08 0.16 0.16
C -2.772 -2.922 2.003 -0.51 -0.08 -0.14
C -2.590 -1.600 1.307 -0.99 0.69 -0.74
C -1.231 -0.956 1.385 -0.21 0.35 -0.29
O -3.516 -1.066 0.698 1.00 -0.62 0.67
H -3.802 -3.268 1.862 0.22 0.10 0.02
H -2.093 -3.664 1.575 0.10 0.07 0.19
H -2.585 -2.808 3.073 0.18 -0.10 -0.08
H -0.484 -1.610 0.930 0.06 -0.01 0.23
H -0.976 -0.754 2.428 0.17 -0.17 -0.07
H -1.247 -0.008 0.838 0.01 -0.19 0.12
C -4.494 4.813 -5.122 0.09 0.19 -0.44
C -5.972 5.086 -5.211 -0.60 0.76 -1.32
C -6.831 4.639 -4.058 -0.44 0.14 -0.18
O -6.458 5.653 -6.188 0.59 -0.71 1.23
H -4.000 5.190 -6.024 -0.14 -0.07 0.20
H -4.073 5.325 -4.253 0.02 -0.25 0.06
H -4.319 3.736 -5.051 0.07 0.09 0.24
H -6.514 5.144 -3.142 0.07 -0.23 0.02
H -6.760 3.555 -3.940 0.13 0.09 0.20
H -7.874 4.902 -4.260 0.24 -0.04 0.01
C 0.072 3.051 3.229 0.04 0.04 -0.57
C 0.852 1.767 3.328 0.50 -0.64 -0.99
C 1.053 1.182 4.700 0.28 -0.40 -0.42
O 1.309 1.219 2.326 -0.75 0.61 1.19
H 0.007 3.356 2.179 0.01 -0.07 0.22
H -0.940 2.900 3.613 0.11 0.13 0.16
H 0.579 3.839 3.791 -0.19 -0.06 0.13
H 0.085 0.948 5.150 0.10 0.17 0.14
H 1.604 1.886 5.328 -0.22 -0.03 0.10
H 1.634 0.257 4.618 -0.17 0.30 0.06
C 0.979 -6.131 -2.601 -0.49 -0.03 0.18
C 1.457 -4.989 -1.745 -0.90 0.75 1.07
C 2.877 -4.526 -1.936 -0.02 0.36 0.38
O 0.717 -4.454 -0.921 0.87 -0.68 -0.99
H -0.064 -6.357 -2.354 0.24 0.07 -0.04
H 1.036 -5.854 -3.656 0.17 -0.15 0.04
H 1.584 -7.020 -2.407 0.06 0.08 -0.21
H 3.019 -4.178 -2.962 0.10 -0.18 0.02
H 3.567 -5.344 -1.712 0.00 0.00 -0.23
H 3.083 -3.696 -1.252 -0.07 -0.17 -0.17
C 0.968 -3.162 7.131 -0.32 0.38 0.12
C 2.069 -2.279 6.607 -0.12 1.55 0.00
C 3.314 -2.952 6.094 0.23 0.43 -0.13
O 1.956 -1.054 6.599 0.15 -1.58 0.07
H 0.133 -2.539 7.467 0.21 -0.12 -0.08
H 0.614 -3.823 6.336 0.12 -0.14 0.14
H 1.333 -3.746 7.979 -0.02 -0.15 -0.18
H 3.064 -3.604 5.254 0.05 -0.13 0.18
H 3.783 -3.527 6.896 -0.10 -0.15 -0.14
H 4.022 -2.191 5.748 -0.18 -0.16 0.08
```
Forces are in eV/Å.

2.
ORCA calculation (wB97M-V/def2-TZVPD) on a structure of composition C17H22N2O4SeW.

As for the net charge: +4. The value obtained for the energy above the lowest of the compared OMol25 structures with the same formula, charge and spin is 2.5 kJ/mol. For the total energy, the calculation gives -96282.9471 eV. The lowest unoccupied orbital energy comes out at -0.59852 Ha. The HOMO-LUMO gap is 5.48 eV.

Structure (XYZ):
```
47
Properties=species:S:1:pos:R:3:forces:R:3
W 0.087 0.402 0.297 0.13 0.04 0.23
C 3.289 2.940 0.336 0.01 0.03 0.03
C 3.276 1.711 -0.561 0.03 -0.05 -0.01
C 4.713 1.177 -0.807 -0.01 -0.01 -0.02
C 2.524 0.541 0.002 0.01 0.03 0.01
C 2.013 -0.480 -0.847 -0.04 -0.03 0.03
C 1.472 -1.680 -0.331 -0.02 0.06 0.01
C 1.411 -1.945 1.063 0.02 -0.13 -0.04
C 1.043 -3.281 1.602 0.03 0.01 0.02
C 1.767 -0.873 1.904 0.00 0.02 -0.01
C 2.300 0.337 1.393 0.01 0.07 -0.05
H 3.773 3.759 -0.192 0.00 0.00 0.00
H 3.864 2.778 1.250 0.00 0.00 0.00
H 2.281 3.275 0.596 -0.04 0.00 0.01
H 2.834 1.956 -1.531 0.00 0.00 -0.01
H 5.197 0.896 0.130 0.00 0.01 0.00
H 5.294 1.980 -1.259 0.00 0.00 0.00
H 4.735 0.326 -1.490 -0.01 0.00 0.00
H 2.065 -0.340 -1.925 0.00 -0.01 0.00
H 1.135 -2.436 -1.034 -0.02 -0.01 0.01
H 0.387 -3.840 0.941 0.00 -0.01 -0.02
H 0.617 -3.224 2.603 0.00 -0.01 0.00
H 1.974 -3.860 1.682 0.02 0.02 0.02
H 1.676 -0.987 2.981 -0.01 -0.01 0.00
H 2.612 1.106 2.092 0.00 0.01 0.00
O -3.983 -2.025 -2.223 0.00 0.01 0.00
C -3.144 -1.869 -1.522 -0.09 -0.03 -0.09
O -0.126 1.776 -0.611 -0.01 -0.11 -0.03
C -1.959 -1.868 -0.464 0.05 0.11 0.20
O -1.774 -2.902 0.052 0.04 -0.05 -0.06
O -1.430 -0.688 -0.350 -0.15 0.03 -0.20
C -0.215 4.607 1.800 0.02 0.00 -0.01
N -1.515 3.971 2.062 0.03 0.01 0.00
C -2.693 4.651 2.156 -0.02 -0.01 0.02
C -3.671 3.740 2.433 0.01 0.01 0.02
N -3.080 2.512 2.494 0.00 0.01 -0.05
C -3.779 1.286 2.916 -0.02 0.02 -0.02
C -1.765 2.664 2.250 -0.04 -0.08 0.01
Se -0.471 1.282 2.513 0.00 0.04 0.01
H -0.284 5.651 2.094 0.00 0.00 0.00
H 0.020 4.544 0.740 0.00 0.00 0.00
H 0.550 4.131 2.411 0.02 0.00 0.00
H -2.749 5.722 2.032 -0.01 0.00 -0.01
H -4.727 3.879 2.609 0.00 0.00 0.00
H -4.838 1.411 2.710 0.00 0.00 0.00
H -3.636 1.129 3.984 0.00 -0.01 0.00
H -3.405 0.436 2.349 0.01 -0.01 0.02
```
Forces are in eV/Å.

3.
ORCA calculation (wB97M-V/def2-TZVPD) on a structure of composition C24H64AsF6HgO24S8.

As for the net charge: +1. The value obtained for the energy above the lowest of the compared OMol25 structures with the same formula, charge and spin is 0.0 kJ/mol. For the total energy, the calculation gives -243058.5993 eV. The lowest unoccupied orbital energy comes out at -0.07765 Ha. The HOMO-LUMO gap is 10.88 eV.

Structure (XYZ):
```
128
Properties=species:S:1:pos:R:3:forces:R:3
Hg 6.500 -23.642 -13.565 -0.29 0.43 -0.12
As 5.307 -27.412 -14.026 -0.63 -2.09 -0.75
F 6.025 -27.105 -15.597 -0.12 0.14 0.51
F 5.064 -29.099 -14.472 0.00 1.16 0.14
F 4.607 -27.737 -12.462 0.24 0.68 -0.53
F 5.648 -25.721 -13.602 -0.30 -0.71 0.26
F 3.729 -26.945 -14.675 0.95 -0.07 0.53
F 6.878 -27.857 -13.381 -0.10 0.45 -0.11
O 8.461 -25.019 -13.842 0.07 -0.48 0.35
S 9.753 -25.422 -14.289 2.62 -0.83 -0.70
O 10.579 -24.466 -15.007 -0.72 -0.76 0.93
O 10.520 -26.002 -12.959 -1.03 1.12 -1.36
C 11.907 -26.390 -13.042 0.63 -0.38 0.50
C 12.419 -26.236 -11.594 -1.12 0.20 -1.24
C 9.674 -26.950 -15.228 -1.29 0.31 1.44
H 12.494 -25.815 -13.758 -0.36 0.45 0.06
H 11.945 -27.420 -13.404 -0.05 -0.14 0.26
H 11.634 -26.688 -10.989 0.39 -0.24 0.35
H 12.372 -25.167 -11.391 0.42 -0.01 0.24
H 13.398 -26.683 -11.453 0.00 0.07 0.13
H 8.973 -27.528 -14.617 -0.03 -0.14 -0.12
H 10.632 -27.452 -15.162 0.15 0.26 -0.62
H 9.183 -26.779 -16.181 0.54 0.09 -0.23
O 4.123 -23.577 -12.860 -1.13 0.12 0.86
S 2.806 -23.689 -12.274 -1.57 0.41 0.00
O 2.611 -24.332 -11.003 0.53 0.49 -0.17
O 2.282 -22.134 -12.174 0.66 -1.62 -0.80
C 0.910 -21.913 -11.715 1.14 -0.38 0.47
C 1.074 -20.912 -10.593 -1.02 0.30 0.67
C 1.620 -24.451 -13.415 2.42 0.81 -1.26
H 0.529 -22.860 -11.326 -0.08 0.10 0.11
H 0.323 -21.647 -12.593 -0.05 0.42 0.19
H 1.301 -19.885 -10.871 0.06 -0.14 -0.42
H 1.845 -21.231 -9.895 0.15 -0.24 -0.22
H 0.165 -20.877 -9.984 -0.11 0.06 -0.18
H 0.590 -24.134 -13.328 0.01 -0.31 0.54
H 1.898 -25.502 -13.492 -0.57 -0.19 0.62
H 2.026 -24.094 -14.371 -0.44 0.20 -0.10
O 8.437 -22.282 -13.177 1.49 1.15 -0.11
S 9.756 -21.855 -12.744 0.39 -0.45 0.33
O 10.739 -22.861 -12.505 0.04 0.23 -0.02
O 10.338 -20.836 -13.870 -0.70 -0.94 1.62
C 11.500 -20.072 -13.443 0.71 0.67 -1.65
C 12.504 -20.098 -14.584 -0.01 0.09 -0.30
C 9.589 -20.828 -11.276 -0.77 0.66 -1.27
H 12.064 -20.372 -12.561 -0.82 -0.50 0.34
H 11.120 -19.055 -13.356 0.11 0.01 0.39
H 13.122 -20.993 -14.643 -0.09 -0.08 0.39
H 13.149 -19.229 -14.450 0.12 -0.07 -0.22
H 12.001 -20.041 -15.550 -0.06 0.33 0.05
H 9.499 -21.456 -10.396 -0.16 -0.11 -0.12
H 8.698 -20.252 -11.541 -0.33 -0.25 0.60
H 10.355 -20.065 -11.180 0.46 -0.46 -0.01
O 4.476 -20.189 -11.225 -0.42 0.33 -0.02
S 5.458 -21.093 -10.740 0.84 -1.64 0.73
O 6.201 -21.928 -11.668 -0.21 1.48 1.23
O 6.550 -20.260 -9.855 -0.52 -1.23 -1.01
C 6.094 -19.188 -9.007 0.85 0.87 -0.05
C 7.363 -18.417 -8.647 0.01 0.91 0.51
C 4.852 -22.233 -9.471 1.21 -0.54 -0.73
H 5.603 -19.539 -8.099 -0.14 -0.34 -0.17
H 5.423 -18.577 -9.609 -0.10 0.09 0.24
H 7.883 -18.059 -9.535 0.09 -0.37 -0.09
H 8.049 -18.899 -7.949 -0.02 -0.72 -0.48
H 7.183 -17.500 -8.075 -0.73 0.00 -0.21
H 5.767 -22.380 -8.889 -0.47 0.71 0.90
H 4.825 -23.266 -9.829 -0.72 0.33 -0.87
H 3.911 -21.942 -9.021 0.27 0.21 0.36
O 5.940 -21.504 -14.384 0.20 -0.11 -0.44
S 5.793 -20.084 -14.414 -1.08 1.23 -0.12
O 6.363 -19.264 -13.371 0.03 -0.47 -1.17
O 6.310 -19.651 -15.903 0.15 -0.55 0.78
C 6.854 -18.348 -16.166 0.00 1.76 0.95
C 5.925 -17.453 -16.985 -0.60 -1.11 -0.59
C 4.017 -19.715 -14.579 1.74 0.04 0.37
H 7.864 -18.407 -16.567 -0.14 -0.58 -0.31
H 6.989 -17.797 -15.231 0.02 -0.47 0.29
H 4.901 -17.787 -16.803 -0.07 0.24 0.23
H 6.023 -17.591 -18.063 0.32 0.17 0.01
H 5.996 -16.401 -16.722 0.20 -0.03 -0.01
H 3.596 -19.736 -13.576 -0.02 -0.22 -0.01
H 3.630 -20.476 -15.250 -0.20 0.21 -0.09
H 4.057 -18.694 -14.953 -0.55 -0.07 -0.20
O 4.467 -24.088 -15.356 0.64 0.21 -1.29
S 3.929 -24.018 -16.684 -3.11 0.44 -0.59
O 2.482 -24.177 -16.783 1.31 -0.20 0.06
O 4.200 -22.528 -17.272 0.93 -1.30 0.68
C 3.325 -22.057 -18.307 -0.53 1.75 0.37
C 3.787 -20.593 -18.528 0.51 0.01 -0.99
C 4.677 -25.115 -17.889 0.94 0.57 0.51
H 2.316 -22.051 -17.898 -0.06 -0.12 -0.17
H 3.321 -22.702 -19.185 0.36 0.11 -0.10
H 3.588 -19.918 -17.698 -0.02 -0.40 0.38
H 3.409 -20.046 -19.397 -0.74 -0.65 -0.07
H 4.853 -20.545 -18.757 0.18 -0.28 0.51
H 4.398 -24.888 -18.915 -0.50 0.26 0.22
H 4.450 -26.150 -17.643 -0.06 0.10 0.28
H 5.742 -24.907 -17.802 0.09 -0.36 0.08
O 7.243 -23.681 -15.840 0.87 0.43 -0.95
S 8.156 -23.409 -16.931 -0.02 0.21 -1.28
O 8.902 -24.496 -17.523 -0.44 0.90 0.80
O 7.198 -22.812 -18.086 -0.04 -0.35 0.47
C 7.621 -23.029 -19.459 1.14 1.04 -0.24
C 6.928 -22.034 -20.357 -0.95 0.80 0.00
C 9.173 -21.944 -16.577 -0.48 -0.08 0.81
H 7.499 -24.068 -19.751 -0.13 0.00 0.12
H 8.677 -22.748 -19.485 0.17 -0.57 -0.14
H 7.070 -22.172 -21.429 0.05 -0.69 0.11
H 7.253 -20.998 -20.230 0.30 -0.15 0.53
H 5.858 -21.995 -20.146 -0.09 -0.28 -0.19
H 10.023 -22.197 -15.949 -0.03 -0.46 -0.13
H 8.534 -21.292 -15.979 -0.19 -0.15 -0.03
H 9.504 -21.355 -17.430 -0.18 -0.61 -0.45
O 7.160 -24.551 -11.518 0.73 -0.65 2.45
S 8.036 -25.004 -10.439 0.18 -0.89 -0.02
O 9.335 -24.395 -10.284 -0.97 -0.45 -0.31
O 7.260 -24.834 -9.049 -1.20 0.38 -1.13
C 7.834 -25.251 -7.815 1.91 0.04 1.28
C 7.316 -24.288 -6.737 -0.19 -0.70 -1.10
C 8.155 -26.811 -10.457 -0.69 -0.10 -1.05
H 8.922 -25.185 -7.920 0.00 0.38 0.09
H 7.719 -26.301 -7.534 -0.95 -0.06 -0.57
H 7.757 -23.327 -6.995 -0.38 0.28 0.39
H 7.516 -24.577 -5.709 0.42 -0.12 -0.13
H 6.231 -24.322 -6.852 -0.05 0.54 0.10
H 9.116 -27.113 -10.056 -0.01 0.00 -0.07
H 7.934 -27.194 -11.459 0.91 0.52 -0.41
H 7.306 -27.329 -10.003 0.06 0.72 0.90
```
Forces are in eV/Å.